Density functional theory data (ωB97M-V/def2-TZVPD) for a 17-piece molecular cluster, C47H79N18O2 overall at a distorted geometry.

Summary:
**Total charge**: +1
**Highest occupied orbital energy**: -9.33 eV

```
146
Properties=species:S:1:pos:R:3:forces:R:3:lowdin_charge:R:1
C 9.03446 3.67621 0.38782 -2.12 -0.61 -0.06 -0.091
C 7.48186 3.63860 -0.21315 -1.61 1.37 0.67 -0.254
C 7.15471 2.35848 -1.22942 1.37 1.64 -0.84 -0.108
C 6.46250 4.69580 0.10774 1.58 -2.59 -1.47 -0.095
C 5.70162 5.39642 -1.16413 0.02 -0.10 -0.17 -0.209
C 4.43638 6.36243 -0.77480 0.05 -0.62 -1.16 -0.187
C 3.47862 5.80704 0.43357 -1.11 1.67 -0.65 -0.322
C 3.34497 7.01068 1.54346 -0.62 0.30 1.27 -0.109
C 1.94300 5.58650 -0.19159 0.50 -1.42 1.45 -0.144
C 1.84535 4.05864 -0.83912 1.36 1.26 -1.12 -0.109
N 0.62961 3.27697 -0.30145 -0.84 1.44 0.03 -0.159
C 0.92714 2.58002 1.01049 1.05 -1.05 2.03 -0.112
C 1.55569 1.07129 0.86552 0.43 -0.49 0.96 -0.227
N 0.53910 0.01582 1.34409 0.59 1.23 -1.32 -0.033
C -0.01361 2.38894 -1.34534 -1.35 -1.77 -1.59 -0.125
C -1.02513 3.18407 -2.38054 0.51 -1.01 -1.29 -0.144
O -2.17932 3.82880 -1.67423 0.53 2.66 -2.60 -0.131
C -2.79523 4.77611 -2.62461 -2.10 -3.28 -5.61 -0.112
O -3.21010 4.34872 -3.83101 2.96 2.66 7.79 -0.048
H 9.07396 4.60105 1.10718 0.29 -1.94 -1.40 0.081
H 9.74601 3.77493 -0.55660 -1.54 -0.06 2.09 0.100
H 9.22556 2.64218 0.90307 0.05 2.12 -0.86 0.044
H 6.34173 2.66685 -2.01865 1.38 -0.84 1.74 0.058
H 6.89643 1.38502 -0.62252 0.44 2.19 -1.16 0.058
H 8.15017 2.15626 -1.84977 -2.15 0.16 1.32 0.086
H 6.17500 4.99065 1.22206 1.57 0.25 -2.61 0.091
H 6.51098 6.10352 -1.68390 -1.73 -1.59 1.18 0.124
H 5.38720 4.62694 -2.01843 0.65 1.46 1.98 0.101
H 3.73996 6.43748 -1.74111 1.61 -0.06 1.94 0.113
H 4.86486 7.44362 -0.61152 -1.06 -2.20 0.12 0.117
H 3.78257 4.76760 0.87690 -0.18 2.14 -0.75 0.123
H 3.63847 6.67930 2.64825 -0.56 0.53 -2.47 0.071
H 3.98377 7.96688 1.31445 -1.12 -2.10 0.26 0.082
H 2.21487 7.38570 1.62006 2.39 -0.83 -0.23 0.084
H 1.23418 5.56042 0.76402 1.21 0.35 -2.07 0.116
H 1.65271 6.43490 -0.94721 0.45 -1.79 1.55 0.132
H 1.71049 4.18422 -1.99881 0.27 -0.60 2.28 0.139
H 2.84209 3.44815 -0.60313 -2.37 1.20 -0.57 0.160
H -0.08651 4.03160 -0.07590 0.93 -1.11 -0.31 0.176
H 1.71778 3.22792 1.58879 -1.67 -1.04 -1.26 0.141
H -0.03478 2.52275 1.68456 1.75 0.14 -1.59 0.152
H 2.00203 0.83364 -0.19144 -0.96 0.69 1.82 0.119
H 2.45875 0.98935 1.63174 -1.76 0.46 -1.72 0.123
H 0.60088 -0.84329 0.75496 -0.29 1.18 0.65 0.077
H -0.43188 0.40656 1.33655 1.18 -0.85 -0.28 -0.027
H -0.61869 1.49856 -0.82994 1.35 2.13 -0.94 0.147
H 0.84054 1.89610 -1.98558 -1.85 1.04 1.24 0.132
H -0.41769 3.96562 -3.04246 -1.32 -1.42 1.63 0.146
H -1.50466 2.41450 -3.14437 1.42 1.47 1.85 0.117
H -2.97692 5.90186 -2.36185 0.52 -2.29 0.19 0.173
C -3.64065 1.00009 3.68063 0.53 -0.26 -1.08 -0.075
C -2.98010 0.69184 2.34675 3.51 -1.62 -7.03 -0.156
N -2.43215 0.43602 1.24024 -4.44 2.15 8.65 0.077
H -3.21341 0.36714 4.46323 -0.02 -0.04 -0.21 0.043
H -3.47863 2.04912 3.94313 0.02 -0.14 -0.18 0.079
H -4.71568 0.81086 3.61675 0.20 -0.03 -0.05 0.070
C -2.25372 -0.75436 -5.38916 0.84 0.40 0.94 -0.081
C -1.28510 -0.19597 -4.35933 5.20 2.96 5.55 -0.154
N -0.48152 0.26715 -3.50504 -6.32 -3.71 -6.79 0.096
H -2.53711 -1.77536 -5.11918 0.14 0.18 0.01 0.054
H -3.15326 -0.13403 -5.42952 0.23 -0.04 0.03 0.073
H -1.78341 -0.76442 -6.37623 -0.07 0.02 0.24 0.060
C 5.35377 7.64808 5.54866 0.40 -0.26 -1.16 -0.084
C 6.01432 7.33983 4.21479 3.56 -1.69 -7.15 -0.206
N 6.56227 7.08401 3.10828 -4.32 2.04 8.75 0.095
H 5.78101 7.01512 6.33126 0.03 0.14 -0.20 0.082
H 5.51579 8.69712 5.81117 0.00 -0.30 -0.10 0.038
H 4.27873 7.45885 5.48478 0.17 -0.04 -0.14 0.073
C 8.55890 10.09220 5.09895 -0.62 -0.23 1.02 -0.067
C 7.77208 9.80926 6.36838 -4.15 -1.45 6.98 -0.201
N 7.11942 9.57464 7.42148 5.24 1.89 -8.42 0.098
H 9.61884 10.21617 5.33724 -0.22 -0.04 0.09 0.080
H 8.44646 9.26079 4.39770 -0.06 0.06 0.18 0.061
H 8.19019 11.00761 4.62813 -0.01 -0.14 0.18 0.080
C -3.43486 -5.27496 -4.86467 -0.12 0.69 -1.11 -0.097
C -3.37987 -4.43617 -6.13115 0.28 4.53 -6.86 -0.208
N -3.33431 -3.74027 -7.18172 -0.31 -5.50 8.37 0.089
H -4.45680 -5.29712 -4.47636 0.13 0.14 -0.11 0.061
H -3.11381 -6.29763 -5.08075 0.01 0.30 0.01 0.021
H -2.77447 -4.84725 -4.10536 -0.08 -0.09 -0.19 0.077
C -2.93890 -3.73346 3.01607 0.32 0.74 0.93 -0.074
C -2.58581 -2.79872 4.16156 1.92 5.09 6.20 -0.199
N -2.29299 -2.02334 5.11187 -2.36 -6.12 -7.59 0.095
H -3.99568 -3.62368 2.75762 0.17 -0.01 0.14 0.076
H -2.33117 -3.49435 2.13908 -0.05 0.08 0.21 0.072
H -2.74957 -4.76983 3.30879 -0.10 0.19 0.06 0.056
C -0.21593 -8.13210 -6.97944 -0.45 0.22 1.11 -0.069
C -0.78827 -7.84765 -5.60027 -3.07 1.51 7.49 -0.185
N -1.26314 -7.61175 -4.45620 3.83 -1.94 -9.13 0.090
H -1.00276 -8.04818 -7.73408 0.06 0.02 0.22 0.080
H 0.57614 -7.41425 -7.20954 -0.17 -0.07 0.15 0.079
H 0.19985 -9.14296 -7.00921 -0.11 0.16 0.13 0.080
C -1.58201 2.61086 -8.32486 -0.77 -0.97 0.05 -0.073
C -2.53814 1.43302 -8.22960 -5.24 -6.40 0.48 -0.192
N -3.33138 0.45600 -8.15051 6.36 7.86 -0.62 0.104
H -1.38149 3.00984 -7.32675 -0.12 -0.14 -0.12 0.070
H -0.63912 2.28991 -8.77606 -0.21 -0.05 0.05 0.078
H -2.02197 3.39914 -8.94182 -0.02 -0.21 0.10 0.079
C -5.93890 -8.40603 -3.86688 0.27 0.75 0.95 -0.065
C -5.58581 -7.47129 -2.72138 1.96 5.10 6.18 -0.207
N -5.29299 -6.69591 -1.77107 -2.33 -6.13 -7.64 0.104
H -6.99568 -8.29625 -4.12532 0.17 0.06 0.13 0.081
H -5.33117 -8.16691 -4.74386 -0.04 0.04 0.21 0.070
H -5.74957 -9.44240 -3.57416 0.02 0.22 0.05 0.082
C -6.83425 -8.36948 0.67562 -0.89 -0.97 0.30 -0.097
C -7.86991 -9.41070 1.06787 -5.65 -5.66 2.16 -0.219
N -8.72900 -10.27445 1.39336 6.84 6.88 -2.54 0.076
H -5.83609 -8.70894 0.96555 -0.17 0.04 0.00 0.046
H -6.85624 -8.21104 -0.40606 -0.07 -0.06 0.28 0.030
H -7.04859 -7.42261 1.17872 -0.01 -0.19 -0.06 0.075
C -1.29530 -8.23492 3.81984 -1.06 0.16 -0.76 -0.070
C -2.53804 -8.07966 2.95841 -6.83 0.83 -4.67 -0.198
N -3.56893 -7.95095 2.24375 8.23 -1.03 5.67 0.094
H -0.41269 -8.34666 3.18412 -0.23 -0.04 0.11 0.025
H -1.16841 -7.35281 4.45339 -0.13 -0.11 -0.13 0.078
H -1.39062 -9.11938 4.45566 -0.06 0.13 -0.17 0.084
C -7.15472 -8.35587 4.78047 0.78 0.97 -0.06 -0.071
C -6.22137 -7.15747 4.72343 5.12 6.57 -0.30 -0.194
N -5.44703 -6.16338 4.67618 -6.20 -7.87 0.40 0.087
H -7.31813 -8.65188 5.82032 0.10 0.15 -0.14 0.078
H -8.11671 -8.10091 4.32746 0.20 0.04 0.04 0.077
H -6.71602 -9.19626 4.23559 0.01 0.21 0.04 0.075
C -6.05098 6.18736 -4.23679 0.28 1.21 -0.02 -0.084
C -5.70144 7.66588 -4.18793 1.89 8.09 0.27 -0.214
N -5.41158 8.89241 -4.14739 -2.26 -9.84 -0.29 0.081
H -6.81555 6.01008 -4.99813 0.11 0.15 0.13 0.078
H -5.16088 5.60192 -4.48295 -0.09 0.19 0.04 0.042
H -6.43355 5.86250 -3.26534 0.05 0.16 -0.13 0.077
C 1.82312 -7.40009 0.84794 0.13 -0.71 1.01 -0.074
C 1.96032 -8.27665 2.08220 0.84 -4.79 6.70 -0.209
N 2.07425 -9.00381 3.10607 -0.96 5.84 -8.19 0.099
H 2.37683 -7.84077 0.01438 -0.08 -0.02 0.22 0.079
H 0.76962 -7.31200 0.56864 0.13 -0.10 0.11 0.075
H 2.22186 -6.40279 1.05286 -0.03 -0.21 0.08 0.076
C -6.35098 -2.97873 6.04821 0.33 1.23 0.05 -0.086
C -6.00144 -1.50021 6.09708 1.91 8.09 0.27 -0.199
N -5.71158 -0.27368 6.13762 -2.30 -9.78 -0.41 0.084
H -7.11555 -3.15602 5.28688 0.14 0.13 0.11 0.075
H -5.46088 -3.56418 5.80206 -0.10 0.16 0.03 0.044
H -6.73355 -3.30359 7.01966 0.09 0.17 -0.13 0.079
C 7.64046 0.49913 2.87076 0.56 -0.25 -1.09 -0.070
C 8.30101 0.19088 1.53688 3.62 -1.76 -7.24 -0.214
N 8.84895 -0.06494 0.43037 -4.40 2.02 8.88 0.109
H 8.06769 -0.13383 3.65336 0.00 0.06 -0.22 0.079
H 7.80248 1.54816 3.13326 0.04 -0.14 -0.16 0.074
H 6.56542 0.30990 2.80687 0.20 0.00 -0.10 0.073
```
Positions in Å, forces in eV/Å.

=====

Density functional theory data (ωB97M-V/def2-TZVPD) for a 2-piece molecular cluster, C6H14N2O2S overall at a distorted geometry.

Summary:
**Highest occupied orbital energy**: -8.34 eV
**Energy relative to the best compared isomer or geometry (same formula, charge and spin)**: 5.005 eV

```
25
Properties=species:S:1:pos:R:3:forces:R:3:nbo_charge:R:1
C -1.70754 -0.15388 3.10430 -0.26 0.09 2.30 -0.433
C -1.16978 -1.53074 2.74329 -1.44 1.90 -1.49 -0.164
C -1.70510 -0.78552 1.80044 0.67 -1.51 2.14 0.016
C 2.48807 -0.62633 -1.75297 0.61 1.69 2.53 -0.436
C 1.61054 1.46707 -2.34789 2.37 0.14 -0.49 -0.426
C -2.45415 -0.49880 0.61357 0.21 1.08 -1.76 -0.267
N -1.75833 -0.67150 -0.65822 2.38 0.26 -0.41 -0.852
N 1.43637 0.43287 -1.39733 -0.22 -3.33 0.06 -0.673
O 0.43589 1.90851 0.40753 -1.86 -0.17 -2.53 -0.906
O 1.17111 -0.42669 0.96976 -0.93 -1.90 0.48 -0.929
S 1.56973 0.75319 0.30041 1.90 2.60 -0.97 1.668
H -2.64854 -0.03468 3.71587 0.66 -0.33 -0.69 0.157
H -1.00487 0.62160 3.36848 0.34 0.33 -0.12 0.171
H -0.24724 1.88018 -0.37893 1.59 -0.18 2.11 0.504
H -0.87721 -2.47479 3.10326 0.46 -0.72 0.21 0.217
H 2.69635 -1.33797 -0.93315 -0.60 0.28 -0.40 0.228
H 2.39183 -1.13657 -2.67748 -0.82 -0.21 -0.81 0.216
H 3.36818 0.01993 -1.79858 0.65 -0.52 -0.36 0.176
H 0.81301 2.09719 -2.35858 -2.17 2.31 0.43 0.200
H 2.57823 2.01252 -2.16448 -0.73 -0.16 -0.47 0.175
H 1.57135 1.09760 -3.38118 0.47 -0.41 0.36 0.218
H -3.33792 -1.13103 0.63854 -0.40 0.27 -0.20 0.219
H -2.69950 0.58756 0.64762 -0.42 -0.80 0.16 0.190
H -1.82306 -1.61990 -1.01305 0.12 0.08 0.17 0.358
H -0.69740 -0.44984 -0.55124 -2.58 -0.79 -0.25 0.371
```
Positions in Å, forces in eV/Å.

=====

Density functional theory data (ωB97M-V/def2-TZVPD) for a 2-piece molecular cluster, C3H10N overall at a distorted geometry.

Summary:
**Total charge**: +1
**Highest occupied orbital energy (spin up / spin down)**: -13.86 / -13.86 eV
**Energy relative to the best compared isomer or geometry (same formula, charge and spin)**: 4.367 eV

```
14
Properties=species:S:1:pos:R:3:forces:R:3:nbo_charge:R:1
C -2.44771 0.31670 -0.08187 3.72 -1.00 -1.22 -0.432
C 2.00272 0.15944 -0.10223 -0.96 -2.63 -0.05 -0.414
C -0.25712 -0.81883 -0.10896 -2.99 -0.88 -0.10 -0.304
N 0.56452 0.24268 0.42705 2.65 0.66 1.30 -0.554
H -1.97781 0.91442 -0.94197 -1.35 -0.69 1.46 0.207
H -3.25248 -0.40145 -0.33562 0.76 0.57 0.32 0.241
H -2.30197 0.68295 0.94457 -0.47 -0.12 -0.64 0.207
H 2.07229 0.10013 -1.16854 -0.46 0.14 -0.60 0.238
H 2.62431 0.90038 0.25084 0.96 1.98 0.95 0.234
H 2.38087 -0.80761 0.29886 -0.30 0.61 -0.27 0.234
H 0.00055 -0.87625 -1.17720 -0.45 -0.17 0.49 0.211
H -0.21512 -1.78632 0.41957 -0.06 0.71 -0.23 0.233
H 0.81109 0.36707 1.46376 -1.67 -0.66 -1.47 0.456
H -0.00414 1.00669 0.11174 0.61 1.47 0.07 0.443
```
Positions in Å, forces in eV/Å.